Entry 1:
Computed, not measured: a 2-piece molecular cluster, FHN2O2 overall, with wB97M-V/def2-TZVPD.

Properties
* highest occupied orbital energy (spin up / spin down): -10.3 / -10.4 eV
* gap between HOMO and LUMO (spin up / spin down): 9.9 / 9.9 eV
* relative energy (zero: lowest compared OMol25 entry of this formula, charge and spin): 29.4 kcal per mole

XYZ file:
```
6
FHN2O2, DFT wB97M-V/def2-TZVPD
N 0.974 0.107 0.500
N -0.810 0.289 -0.330
O -1.599 0.672 0.412
O -0.659 -0.029 -1.456
F 1.597 -0.745 -0.399
H 0.497 -0.294 1.273
```



Entry 2:
Computed, not measured: C39H35CoN3P2 as an isolated structure, with wB97M-V/def2-TZVPD.

Properties
* highest occupied orbital energy (spin up / spin down): -6.0 / -6.7 eV
* gap between HOMO and LUMO (spin up / spin down): 5.5 / 6.2 eV
* spin multiplicity: 4

XYZ file:
```
80
C39H35CoN3P2, DFT wB97M-V/def2-TZVPD
Co -0.160 -1.877 0.313
C 1.739 0.955 -0.552
N 0.447 1.638 -0.439
C -0.616 1.122 -1.300
P -1.618 -0.292 -0.576
C -2.362 0.309 0.995
C -2.552 1.639 1.364
C -3.102 1.964 2.597
C -3.500 0.960 3.472
C -3.340 -0.371 3.109
C -2.763 -0.692 1.887
C -3.063 -0.221 -1.719
C -2.853 -0.067 -3.091
C -3.921 -0.035 -3.977
C -5.220 -0.170 -3.508
C -5.440 -0.342 -2.148
C -4.372 -0.369 -1.262
C 0.498 3.011 -0.146
C 1.634 3.575 0.460
C 1.677 4.921 0.797
C 0.612 5.766 0.529
C -0.499 5.230 -0.106
C -0.558 3.887 -0.445
P 1.623 -0.895 -0.702
C 1.660 -1.147 -2.514
C 0.739 -2.040 -3.056
C 0.701 -2.255 -4.432
C 1.584 -1.587 -5.266
C 2.516 -0.702 -4.729
C 2.553 -0.486 -3.361
C 3.328 -1.334 -0.180
C 3.785 -0.945 1.081
C 5.030 -1.342 1.545
C 5.839 -2.153 0.758
C 5.388 -2.564 -0.487
C 4.143 -2.158 -0.953
H 2.317 1.117 0.351
H 2.327 1.363 -1.384
H -0.164 0.691 -2.198
H -1.274 1.910 -1.653
H -2.256 2.435 0.700
H -3.225 3.005 2.872
H -3.936 1.215 4.429
H -3.655 -1.161 3.780
H -2.620 -1.734 1.618
H -1.845 0.005 -3.486
H -3.734 0.085 -5.037
H -6.055 -0.142 -4.197
H -6.449 -0.461 -1.772
H -4.567 -0.504 -0.206
H 2.507 2.978 0.670
H 2.572 5.309 1.268
H 0.651 6.814 0.792
H -1.340 5.865 -0.356
H -1.442 3.543 -0.960
H 0.062 -2.567 -2.385
H -0.019 -2.949 -4.846
H 1.556 -1.755 -6.336
H 3.211 -0.184 -5.378
H 3.291 0.197 -2.954
H 3.161 -0.333 1.724
H 5.366 -1.024 2.524
H 6.811 -2.466 1.118
H 6.007 -3.204 -1.104
H 3.806 -2.492 -1.926
N -0.442 -0.490 7.560
C -0.251 -0.716 6.452
C -0.009 -1.001 5.047
C 0.030 -2.311 4.597
C 0.224 -2.537 3.243
N 0.386 -1.546 2.368
C 0.372 -0.290 2.817
C 0.170 0.034 4.149
H -0.108 -3.138 5.278
H 0.227 -3.537 2.824
H 0.494 0.493 2.073
H 0.140 1.067 4.465
C -0.532 -3.745 -0.149
H -1.478 -4.232 0.127
H 0.154 -4.535 -0.476
```



Entry 3:
Computed, not measured: a 2-piece molecular cluster, C6H11N3O overall, with wB97M-V/def2-TZVPD.

Properties
* highest occupied orbital energy (spin up / spin down): 1.0 / -3.1 eV
* gap between HOMO and LUMO (spin up / spin down): 2.8 / 6.8 eV
* relative energy (zero: lowest compared OMol25 entry of this formula, charge and spin): 0.0 kcal per mole
* net charge: -1
* spin multiplicity: 2

XYZ file:
```
21
C6H11N3O, DFT wB97M-V/def2-TZVPD
C 2.622 -1.191 -1.325
C -0.808 -0.316 -1.309
C 1.245 -0.771 -1.722
C 0.698 -0.684 -2.969
N 0.355 -0.555 -0.708
N -0.711 -0.318 -2.747
H -1.839 -0.301 -0.975
H -1.450 -0.824 -3.201
H 1.033 -0.539 -3.979
H 3.063 -1.992 -1.936
H 2.706 -1.608 -0.315
H 3.379 -0.395 -1.316
C 0.281 1.618 2.774
C -0.975 0.748 2.572
O -1.115 -0.255 3.215
N -1.798 1.302 1.615
H 0.165 2.699 2.789
H 1.043 1.341 2.038
H -2.484 0.744 1.139
H -1.405 2.098 1.151
H 0.742 1.253 3.695
```



Entry 4:
Computed, not measured: one molecule with the formula C2H6INS, with wB97M-V/def2-TZVPD.

Properties
* highest occupied orbital energy: -8.1 eV
* gap between HOMO and LUMO: 7.3 eV
* relative energy (zero: lowest compared OMol25 entry of this formula, charge and spin): 29.9 kcal per mole

XYZ file:
```
11
C2H6INS, DFT wB97M-V/def2-TZVPD
C 1.666 -0.251 -0.095
C 0.133 -0.511 -0.280
N -0.354 0.344 0.765
S -4.001 0.924 -0.510
I -2.431 0.312 0.965
H 1.997 -0.915 0.662
H 2.222 -0.201 -1.000
H 1.583 0.813 0.206
H -0.307 -0.327 -1.293
H -0.421 -1.506 -0.169
H -0.087 1.318 0.748
```



Entry 5:
Computed, not measured: a 3-piece molecular cluster, C56H59FN2O7 overall, with wB97M-V/def2-TZVPD.

Properties
* highest occupied orbital energy: -6.2 eV
* gap between HOMO and LUMO: 5.1 eV
* structure (SMILES): CCCCCc1nc2cc(COCCC)c(COO)c(F)c2nc1CC[C@H](C)CCC=C(C)C.O=C1c2ccccc2C(=O)c2ccccc21.O=C1c2ccccc2C(=O)c2ccccc21

XYZ file:
```
125
C56H59FN2O7, DFT wB97M-V/def2-TZVPD
C 4.591 1.284 1.052
C 4.848 1.806 -0.500
C 3.984 3.226 -0.685
C 2.712 2.835 -1.666
C 1.470 2.146 -0.846
C 1.240 0.533 -1.225
N 1.551 -0.442 -0.122
C 1.234 -1.814 -0.644
C 1.455 -3.073 0.436
C 1.137 -4.650 0.070
C 1.352 -5.807 1.257
O 0.336 -5.466 2.308
C -1.027 -5.717 1.814
C -2.146 -5.820 3.050
C -3.692 -5.485 2.507
C 0.620 -5.040 -1.439
C 0.272 -6.578 -1.902
O 1.411 -7.513 -1.803
O 2.554 -6.881 -1.768
C 0.405 -3.822 -2.519
F -0.086 -4.127 -3.901
C 0.704 -2.230 -2.125
N 0.429 -1.197 -3.177
C 0.680 0.214 -2.720
C 0.335 1.404 -3.841
C -1.289 1.243 -4.154
C -2.250 2.021 -3.074
C -1.878 3.643 -3.026
C -2.329 1.321 -1.590
C -3.837 1.229 -0.955
C -3.920 1.942 0.526
C -2.967 1.743 1.652
C -3.393 0.650 2.831
C -1.539 2.542 1.863
H 5.402 1.655 1.816
H 3.543 1.721 1.372
H 4.481 0.110 1.044
H 4.441 0.958 -1.233
H 5.988 1.938 -0.765
H 3.651 3.656 0.361
H 4.729 3.996 -1.163
H 2.298 3.875 -2.079
H 3.049 2.232 -2.616
H 0.468 2.725 -1.039
H 1.699 2.221 0.321
H 1.857 -2.825 1.512
H 1.064 -6.843 0.789
H 2.453 -5.778 1.662
H -1.078 -6.758 1.265
H -1.446 -4.855 1.106
H -2.096 -6.848 3.609
H -1.888 -4.917 3.785
H -4.516 -6.032 3.161
H -3.933 -4.322 2.617
H -3.811 -5.732 1.367
H -0.071 -6.541 -3.026
H -0.677 -6.954 -1.285
H 3.092 -7.347 -1.055
H 0.948 1.224 -4.848
H 0.623 2.478 -3.479
H -1.624 0.122 -4.246
H -1.439 1.715 -5.239
H -3.354 1.975 -3.520
H -2.815 4.234 -2.619
H -0.993 3.868 -2.291
H -1.640 4.079 -4.085
H -1.626 1.961 -0.873
H -1.887 0.213 -1.578
H -4.103 0.084 -0.786
H -4.666 1.654 -1.698
H -4.849 2.648 0.717
H -2.381 0.342 3.379
H -3.946 -0.297 2.409
H -4.023 1.228 3.655
H -1.690 3.313 2.732
H -0.675 1.788 2.189
H -1.182 3.145 0.920
C 6.948 2.218 6.911
C 7.696 2.900 7.871
C 7.922 4.271 7.735
C 7.409 4.960 6.629
C 6.682 4.273 5.657
C 6.441 2.901 5.804
C 6.179 4.980 4.462
O 5.537 4.378 3.610
C 6.467 6.420 4.305
C 6.045 7.089 3.149
C 6.302 8.454 2.998
C 6.970 9.154 4.003
C 7.396 8.488 5.153
C 7.152 7.116 5.299
C 7.638 6.413 6.503
O 8.229 7.026 7.385
H 6.764 1.152 7.021
H 8.101 2.365 8.727
H 8.502 4.798 8.491
H 5.863 2.361 5.057
H 5.520 6.551 2.361
H 5.978 8.971 2.097
H 7.164 10.218 3.889
H 7.921 9.039 5.931
C -10.011 -3.707 -2.765
C -9.263 -4.507 -1.902
C -7.875 -4.571 -2.037
C -7.234 -3.842 -3.046
C -7.985 -3.062 -3.924
C -9.376 -2.985 -3.776
C -7.325 -2.328 -5.023
O -7.983 -1.640 -5.793
C -5.862 -2.443 -5.187
C -5.230 -1.800 -6.259
C -3.845 -1.893 -6.413
C -3.088 -2.618 -5.494
C -3.715 -3.265 -4.428
C -5.106 -3.185 -4.280
C -5.764 -3.902 -3.170
O -5.100 -4.544 -2.364
H -11.092 -3.649 -2.654
H -9.759 -5.079 -1.122
H -7.297 -5.193 -1.356
H -9.967 -2.367 -4.450
H -5.814 -1.229 -6.979
H -3.357 -1.396 -7.249
H -2.008 -2.685 -5.609
H -3.118 -3.834 -3.717
```



Entry 6:
Computed, not measured: C10H20BEuN6O4S2Se as an isolated structure, with wB97M-V/def2-TZVPD.

Properties
* highest occupied orbital energy (spin up / spin down): -2.4 / -4.7 eV
* gap between HOMO and LUMO (spin up / spin down): 4.9 / 7.2 eV
* relative energy (zero: lowest compared OMol25 entry of this formula, charge and spin): 42.3 kcal per mole
* net charge: -1
* spin multiplicity: 8

XYZ file:
```
45
C10H20BEuN6O4S2Se, DFT wB97M-V/def2-TZVPD
Eu -0.366 0.548 0.174
N -1.824 -1.368 -0.853
C -1.186 -2.641 -1.190
C 0.175 -2.343 -1.820
N 0.980 -1.551 -0.872
H -2.690 -1.535 -0.339
H -2.080 -0.861 -1.709
H -1.788 -3.246 -1.882
H -1.047 -3.200 -0.258
H 0.037 -1.735 -2.723
H 0.667 -3.289 -2.091
H 1.867 -1.326 -1.322
H 1.192 -2.135 -0.056
C -2.864 0.752 2.580
N -1.519 1.120 2.960
C -1.073 2.307 3.486
C 0.246 2.146 3.763
N 0.623 0.880 3.415
B 1.963 0.203 3.829
N 2.606 -0.474 2.589
C 3.275 -1.662 2.618
C 3.924 -1.828 1.439
N 3.647 -0.722 0.674
C 4.174 -0.379 -0.617
C 2.816 0.083 1.390
S 2.178 1.536 0.759
C -0.452 0.279 2.896
S -0.543 -1.294 2.218
H -3.570 1.434 3.050
H -3.051 -0.269 2.927
H -3.003 0.797 1.484
H -1.714 3.156 3.612
H 0.950 2.831 4.187
H 2.695 1.052 4.220
H 1.714 -0.644 4.623
H 3.228 -2.294 3.480
H 4.547 -2.624 1.087
H 4.494 -1.279 -1.140
H 5.025 0.297 -0.509
H 3.406 0.153 -1.190
O -0.383 1.558 -1.763
Se -1.563 2.455 -1.014
O -2.076 3.726 -1.747
O -2.670 1.288 -0.669
O -0.890 2.648 0.487
```



Number 1: strongest force on any atom 6.21 eV/A, calculated total energy -360.20891 Eh. Number 2: strongest force on any atom 0.68 eV/A, calculated total energy -3736.77352 Eh. Number 3: strongest force on any atom 2.46 eV/A, calculated total energy -474.67767 Eh. Number 4: strongest force on any atom 2.78 eV/A, calculated total energy -830.31690 Eh. Number 5: strongest force on any atom 7.97 eV/A, calculated total energy -2904.38955 Eh. Number 6: strongest force on any atom 5.60 eV/A, calculated total energy -4955.66465 Eh.